{
  "formula": "C12H36O6",
  "method": "wB97M-V/def2-TZVPD",
  "species": ["C", "C", "O", "H", "H", "H", "H", "H", "H", "C", "C", "O", "H", "H", "H", "H", "H", "H", "C", "C", "O", "H", "H", "H", "H", "H", "H", "C", "C", "O", "H", "H", "H", "H", "H", "H", "C", "C", "O", "H", "H", "H", "H", "H", "H", "C", "C", "O", "H", "H", "H", "H", "H", "H"],
  "positions_angstrom": [[-1.774, -1.133, 2.543], [-2.783, -2.146, 2.274], [-2.098, -3.434, 2.061], [-2.043, -0.371, 3.088], [-1.194, -0.734, 1.641], [-1.005, -1.417, 3.203], [-3.551, -2.028, 1.423], [-3.381, -2.256, 3.214], [-2.799, -3.947, 1.646], [0.036, -0.178, -0.980], [0.762, 1.160, -1.212], [2.193, 0.968, -1.236], [-1.052, -0.187, -0.887], [0.360, -0.470, -0.050], [0.450, -0.724, -1.802], [0.435, 1.890, -0.508], [0.574, 1.452, -2.225], [2.720, 1.720, -0.890], [-0.603, 2.856, 2.007], [-1.964, 3.203, 1.199], [-2.047, 4.614, 0.717], [0.188, 3.193, 1.363], [-0.479, 1.817, 2.046], [-0.498, 3.312, 3.000], [-2.886, 3.157, 1.888], [-2.013, 2.490, 0.318], [-2.749, 4.710, 0.151], [2.942, 1.099, 2.293], [3.343, 2.567, 2.093], [3.168, 3.041, 0.736], [2.056, 0.824, 1.868], [3.038, 1.029, 3.308], [3.425, 0.277, 1.813], [4.379, 2.659, 2.305], [2.651, 3.056, 2.715], [3.053, 3.896, 0.628], [-3.197, -2.493, -1.613], [-4.129, -1.264, -1.292], [-4.214, -0.500, -2.473], [-3.229, -3.083, -0.758], [-2.207, -2.146, -1.731], [-3.507, -3.160, -2.581], [-3.787, -0.547, -0.529], [-5.256, -1.333, -1.171], [-5.036, -0.945, -2.801], [4.308, -3.067, -3.311], [3.450, -1.853, -3.070], [3.319, -1.620, -1.657], [5.306, -3.058, -2.900], [4.172, -3.054, -4.375], [4.003, -3.965, -3.051], [2.412, -2.014, -3.376], [3.863, -1.102, -3.486], [2.868, -0.757, -1.577]],
  "atomic_forces_ev_per_a": [[3.17, -1.03, -4.38], [-1.60, -2.37, 0.33], [-1.02, 1.08, -0.28], [-2.60, 4.60, 2.34], [-1.01, -0.60, 0.94], [1.10, -1.68, 0.63], [1.41, 0.49, 1.12], [0.13, 0.03, -0.67], [0.39, -0.51, 0.04], [0.60, 1.82, -1.10], [0.04, -0.32, -0.78], [0.04, -0.25, 0.68], [0.06, 0.49, -0.73], [1.07, -1.50, 2.02], [-0.35, -1.38, -0.12], [0.10, 0.82, 0.51], [-0.78, 0.75, -0.49], [-0.84, -0.36, 0.11], [-1.92, 2.32, -1.35], [-0.60, 0.61, 0.92], [3.87, -1.78, 2.74], [0.61, 0.43, -0.16], [-0.17, -1.63, 0.30], [-0.30, -0.07, -0.38], [1.42, -0.75, -1.03], [-0.18, 0.81, 1.05], [-2.68, 0.02, -2.07], [1.81, 1.15, -2.04], [-0.40, -1.35, -2.45], [0.64, -7.30, 0.36], [-3.46, 0.26, -0.26], [-0.34, -0.95, 2.78], [2.01, -0.06, -0.31], [0.79, 0.48, 0.80], [-0.34, 1.28, 1.05], [-0.77, 6.43, -0.14], [-2.78, 0.04, -1.63], [-0.68, 0.15, -0.79], [-1.41, 0.09, -1.93], [0.21, -1.66, 1.43], [1.03, 0.45, -0.34], [0.48, 1.91, 2.41], [0.39, -0.84, 0.19], [1.38, -1.54, 1.52], [1.41, 1.41, -0.86], [0.58, 3.56, -1.64], [-3.16, -5.59, 5.25], [0.06, 0.66, -0.03], [0.54, 0.86, -0.45], [1.32, -0.53, -1.12], [-2.47, -4.05, 1.76], [0.19, -0.11, -0.89], [2.71, 5.48, -3.17], [0.31, -0.28, 0.36]],
  "charge": 0,
  "fmax_ev_per_a": 8.30,
  "gap_ha": 0.3662,
  "de_lowest_kj_mol": 676.4,
  "smiles": "CCO.CCO.CCO.CCO.CCO.CCO",
  "lumo_ev": 0.59
}

=====

{
  "formula": "C12H38B2NO11",
  "method": "wB97M-V/def2-TZVPD",
  "species": ["C", "N", "C", "C", "O", "C", "B", "O", "C", "C", "B", "O", "O", "O", "H", "H", "H", "H", "H", "H", "H", "H", "H", "H", "H", "H", "H", "H", "C", "O", "H", "H", "H", "H", "C", "O", "H", "H", "H", "H", "C", "O", "H", "H", "H", "H", "C", "O", "H", "H", "H", "H", "C", "O", "H", "H", "H", "H", "C", "O", "H", "H", "H", "H"],
  "positions_angstrom": [[5.006, 0.257, 0.845], [4.499, -1.110, 0.624], [5.226, -1.797, -0.451], [3.084, -0.939, 0.205], [2.866, -0.639, -0.939], [2.043, -1.161, 1.270], [0.795, -2.087, 0.724], [-0.378, -2.139, 1.643], [-1.270, -2.882, 0.851], [-1.261, -1.967, -0.437], [-2.151, -0.663, -0.252], [-1.784, 0.466, -0.955], [-3.278, -0.610, 0.610], [0.129, -1.709, -0.552], [6.087, 0.343, 0.674], [4.739, 0.545, 1.869], [4.525, 1.007, 0.197], [4.624, -2.553, -0.966], [5.653, -1.120, -1.210], [6.056, -2.353, 0.023], [2.534, -1.738, 2.067], [1.719, -0.215, 1.744], [1.296, -3.217, 0.667], [-2.256, -3.033, 1.313], [-0.798, -3.827, 0.530], [-1.677, -2.599, -1.257], [-2.334, 1.220, -0.688], [-2.960, -0.333, 1.490], [-1.274, -0.091, 3.736], [-2.541, 0.589, 3.725], [-0.765, 0.126, 2.802], [-0.662, 0.260, 4.572], [-1.425, -1.167, 3.808], [-2.987, 0.383, 4.552], [-6.378, 1.182, -0.657], [-5.786, -0.107, -0.776], [-7.313, 1.183, -1.217], [-6.583, 1.409, 0.386], [-5.710, 1.943, -1.074], [-4.957, -0.086, -0.276], [-3.498, -0.517, -4.303], [-4.640, -1.312, -3.995], [-3.251, -0.665, -5.352], [-3.722, 0.540, -4.132], [-2.647, -0.818, -3.687], [-4.851, -1.169, -3.063], [-4.434, 2.632, 2.079], [-5.778, 3.034, 1.814], [-4.417, 1.551, 2.189], [-3.780, 2.918, 1.250], [-4.073, 3.088, 3.004], [-5.781, 3.991, 1.720], [3.416, 4.064, 1.350], [4.229, 2.964, 1.739], [2.443, 3.676, 1.058], [3.289, 4.762, 2.183], [3.862, 4.587, 0.499], [5.089, 3.314, 1.995], [5.901, -1.340, -4.551], [5.656, -0.971, -3.201], [6.964, -1.554, -4.657], [5.329, -2.235, -4.812], [5.631, -0.525, -5.228], [4.712, -0.786, -3.116]],
  "atomic_forces_ev_per_a": [[-0.39, 0.05, 0.42], [-0.60, -0.05, -0.71], [0.92, -0.07, 0.22], [0.20, 0.18, 0.65], [-0.17, -0.01, -0.33], [0.05, 0.07, 0.18], [-0.01, -0.06, 0.07], [0.12, -0.65, 0.93], [-0.05, 1.17, -0.93], [-0.39, -1.25, 0.83], [0.81, -0.01, -0.26], [-0.65, 0.03, 0.48], [0.54, 0.52, 0.06], [-0.22, 0.42, -0.80], [-0.17, -0.33, 0.24], [0.34, 0.06, -0.18], [0.16, -0.30, -0.09], [-0.14, 0.33, 0.21], [-0.27, -0.35, 0.55], [-0.10, 0.25, -0.19], [-0.14, 0.22, -0.11], [0.11, -0.01, -0.49], [0.00, -0.33, -0.24], [0.25, 0.07, 0.01], [-0.34, -0.05, 0.33], [0.39, 0.35, -0.11], [0.14, -0.24, -0.19], [-0.38, -0.26, -0.11], [-0.12, 0.01, 0.27], [-0.02, 0.08, -0.10], [-0.04, -0.08, -0.01], [0.05, -0.01, -0.04], [0.20, -0.02, -0.12], [-0.03, 0.00, -0.12], [0.21, -0.39, -0.02], [-0.02, 0.10, -0.25], [0.04, -0.04, -0.05], [-0.07, 0.18, -0.04], [-0.13, 0.16, 0.04], [0.03, -0.29, 0.13], [-0.22, -0.13, 0.36], [0.01, 0.01, -0.06], [-0.07, -0.05, 0.00], [0.18, 0.06, -0.05], [0.10, 0.15, -0.07], [-0.07, 0.01, -0.05], [-0.16, 0.18, -0.05], [0.03, 0.21, 0.14], [-0.04, 0.06, 0.00], [0.11, -0.07, 0.05], [0.13, -0.10, -0.01], [-0.06, -0.10, 0.01], [0.27, -0.05, 0.10], [-0.07, 0.32, 0.09], [0.04, -0.06, 0.01], [-0.11, 0.08, -0.07], [-0.13, 0.08, -0.02], [-0.06, -0.12, -0.02], [-0.27, 0.14, 0.23], [0.05, 0.08, -0.80], [0.00, 0.01, 0.05], [0.07, -0.01, -0.14], [0.06, -0.08, -0.14], [0.06, -0.05, 0.29]],
  "charge": -1,
  "fmax_ev_per_a": 1.55,
  "gap_ha": 0.2399,
  "de_lowest_kj_mol": 0.0,
  "lumo_ev": 2.34
}

=====

{
  "formula": "C12H40BBrN7O3P3",
  "method": "wB97M-V/def2-TZVPD",
  "species": ["C", "N", "C", "P", "O", "N", "C", "C", "N", "C", "C", "H", "H", "H", "H", "H", "H", "H", "H", "H", "H", "H", "H", "H", "H", "H", "H", "H", "H", "C", "N", "C", "P", "O", "N", "C", "C", "N", "C", "C", "H", "H", "H", "H", "H", "H", "H", "H", "H", "H", "H", "H", "H", "H", "H", "H", "H", "H", "N", "P", "O", "B", "Br", "H", "H", "H", "H"],
  "positions_angstrom": [[-2.788, 0.853, 2.590], [-4.125, 1.346, 2.343], [-4.336, 2.663, 2.929], [-5.461, 0.557, 1.666], [-5.599, 1.606, 0.536], [-4.964, -0.656, 0.559], [-3.582, -0.867, 0.167], [-5.803, -0.770, -0.641], [-5.302, -0.649, 2.966], [-5.594, -0.214, 4.326], [-5.249, -2.093, 2.819], [-2.777, -0.171, 2.973], [-2.254, 1.446, 3.342], [-2.184, 0.900, 1.679], [-4.575, 2.575, 3.994], [-5.165, 3.192, 2.448], [-3.455, 3.305, 2.822], [-3.154, 0.027, -0.305], [-3.488, -1.701, -0.539], [-2.970, -1.168, 1.017], [-5.531, -0.024, -1.398], [-6.860, -0.634, -0.390], [-5.712, -1.764, -1.091], [-4.681, 0.135, 4.819], [-6.021, -1.001, 4.956], [-6.318, 0.607, 4.321], [-4.212, -2.422, 2.695], [-5.844, -2.451, 1.974], [-5.644, -2.627, 3.690], [6.218, -0.397, -1.645], [4.970, 0.222, -2.035], [4.930, 0.514, -3.462], [3.700, 0.793, -1.074], [2.668, -0.135, -1.760], [3.598, -0.084, 0.397], [4.415, -1.247, 0.697], [2.229, -0.357, 0.854], [4.886, 1.860, -0.286], [5.455, 2.939, -1.083], [5.114, 2.013, 1.141], [6.672, 0.078, -0.771], [6.980, -0.338, -2.432], [6.075, -1.462, -1.439], [5.451, 1.453, -3.676], [3.903, 0.618, -3.826], [5.390, -0.283, -4.056], [4.255, -2.052, -0.032], [4.196, -1.644, 1.695], [5.473, -0.988, 0.740], [1.800, -1.231, 0.349], [1.577, 0.503, 0.663], [2.204, -0.537, 1.934], [6.380, 2.609, -1.567], [5.695, 3.835, -0.502], [4.753, 3.254, -1.862], [5.870, 1.297, 1.481], [4.202, 1.881, 1.728], [5.484, 3.009, 1.411], [1.436, -2.500, -4.013], [0.069, -1.351, -3.964], [0.524, -0.063, -5.072], [-1.566, -2.199, -4.604], [-3.209, -1.850, -3.444], [1.806, -2.737, -3.067], [1.219, -3.342, -4.590], [0.438, 0.776, -4.509], [-1.616, -2.857, -5.586]],
  "atomic_forces_ev_per_a": [[0.02, -0.47, 0.43], [0.58, 1.58, 1.41], [-0.25, 0.33, -0.46], [6.83, -1.05, -3.07], [-4.05, 0.36, 1.94], [-0.49, -1.88, -1.03], [0.13, -0.04, 0.57], [-0.21, 0.29, 0.27], [-2.28, 0.39, 0.02], [0.00, 0.55, 0.40], [-0.68, -0.73, -0.31], [-0.02, -0.11, -0.13], [-0.36, 0.07, -0.04], [0.03, -0.11, 0.02], [0.11, 0.14, 0.20], [0.07, -0.21, -0.05], [-0.06, -0.15, -0.02], [0.14, -0.03, -0.03], [-0.34, 0.19, 0.03], [0.07, 0.21, 0.04], [-0.11, 0.02, -0.01], [0.16, 0.09, -0.09], [0.17, -0.03, 0.18], [0.01, 0.03, 0.02], [0.03, 0.01, -0.31], [0.21, -0.03, 0.14], [-0.06, 0.10, -0.20], [0.36, 0.13, 0.02], [0.01, 0.35, 0.12], [0.39, 0.42, 0.33], [1.00, 0.29, -1.84], [-0.55, -0.22, -0.25], [3.39, -6.49, 1.68], [-1.85, 3.98, -0.81], [-0.64, -0.13, 2.16], [0.44, 0.37, -0.13], [-0.05, 0.30, -0.34], [-1.77, 1.43, -0.34], [0.15, 0.20, -0.65], [-0.56, 0.40, 0.80], [-0.07, -0.06, 0.14], [-0.31, 0.20, -0.04], [0.06, 0.01, 0.09], [0.19, 0.04, -0.18], [0.06, -0.07, 0.19], [-0.05, 0.06, 0.16], [0.10, -0.11, 0.00], [-0.30, 0.19, -0.14], [0.02, -0.07, -0.21], [-0.11, 0.07, -0.02], [0.04, -0.19, -0.07], [0.25, 0.02, -0.03], [0.01, 0.00, -0.03], [-0.18, -0.25, 0.07], [0.26, -0.04, -0.01], [-0.19, -0.12, -0.05], [0.25, -0.25, -0.14], [0.02, 0.00, -0.37], [-2.04, -0.33, -0.63], [2.18, 1.58, 1.65], [-1.08, -0.25, 1.70], [-0.57, 0.38, 0.07], [1.82, -0.45, -1.41], [-0.65, 0.44, -1.20], [0.66, 0.83, 0.80], [0.28, -1.92, -1.10], [-0.57, -0.24, 0.10]],
  "charge": 0,
  "fmax_ev_per_a": 7.56,
  "gap_ha": 0.2527,
  "de_lowest_kj_mol": 225.5,
  "smiles": "CN(C)P(=O)(N(C)C)N(C)C.CN(C)P(=O)(N(C)C)N(C)C.NP(O)BBr",
  "lumo_ev": -0.89
}

=====

Which formula does entry 3 have? C12H40BBrN7O3P3